No. 1
{
  "formula": "C31H41Cl4CsIN6O2SSbSi3",
  "method": "the ωB97M-V functional and the def2-TZVPD basis",
  "symbols": ["Cs", "Cl", "C", "C", "Cl", "C", "Cl", "C", "O", "C", "O", "C", "Cl", "S", "C", "N", "N", "C", "C", "C", "C", "C", "C", "N", "N", "C", "C", "C", "C", "C", "C", "H", "H", "H", "H", "H", "H", "H", "H", "H", "H", "H", "C", "Si", "C", "C", "Sb", "Si", "C", "C", "C", "Si", "C", "C", "C", "H", "H", "H", "H", "H", "H", "H", "H", "H", "H", "H", "H", "H", "H", "H", "H", "H", "H", "H", "H", "H", "H", "H", "H", "H", "H", "H", "I", "C", "C", "N", "N", "C", "H", "H", "H"],
  "coordinates": [[0.16828, 1.23416, 0.27745], [-1.87333, 7.36147, 1.75988], [-1.74262, 5.63826, 1.98777], [-1.26747, 5.12870, 3.17366], [-0.76882, 6.19567, 4.45990], [-1.16843, 3.73375, 3.33316], [-0.57015, 3.06635, 4.83308], [-1.52871, 2.81336, 2.33802], [-1.44538, 1.54316, 2.47768], [-2.01304, 3.36074, 1.05283], [-2.30200, 2.54923, 0.10817], [-2.10602, 4.75900, 0.95167], [-2.70799, 5.39389, -0.55929], [1.92401, -1.89790, -0.96195], [3.42465, -1.10004, -0.75425], [4.43573, -0.98491, -1.54521], [4.26979, -1.63119, -2.74451], [5.27587, -1.68384, -3.65985], [6.50483, -1.03664, -3.45615], [7.48478, -1.08994, -4.43372], [7.28663, -1.77400, -5.62605], [6.06784, -2.41518, -5.82647], [5.07526, -2.37555, -4.86711], [3.59488, -0.43576, 0.52242], [3.62520, 0.79853, 0.39153], [3.77725, 1.50440, 1.64046], [4.44657, 0.92918, 2.71519], [4.58486, 1.64328, 3.89266], [4.05503, 2.92144, 4.00428], [3.39495, 3.49645, 2.92882], [3.26465, 2.79615, 1.73826], [3.39922, -2.14230, -2.86127], [6.66381, -0.50653, -2.52836], [8.42617, -0.58167, -4.25667], [8.05940, -1.80487, -6.38319], [5.88535, -2.95246, -6.75019], [4.12758, -2.87275, -5.03887], [4.84337, -0.07061, 2.60927], [5.10296, 1.19528, 4.73185], [4.14673, 3.46710, 4.93478], [2.95530, 4.48070, 3.02147], [2.73999, 3.23609, 0.89745], [-4.73708, 1.09978, 2.62685], [-4.85471, 0.20442, 0.99183], [-6.26396, -1.05798, 1.07734], [-5.21700, 1.38877, -0.41170], [-2.63344, -0.90925, 0.50645], [-2.13931, -2.28276, 2.59018], [-0.63577, -3.33184, 2.16435], [-1.74671, -1.15757, 4.02990], [-3.54358, -3.42838, 3.13059], [-3.34937, -2.73588, -1.11080], [-1.79147, -3.59375, -1.73113], [-4.54970, -4.09869, -0.58123], [-4.15354, -1.86037, -2.57637], [-5.65719, 1.66379, 2.81446], [-3.88930, 1.78107, 2.61984], [-4.58578, 0.39917, 3.45164], [-7.20115, -0.55821, 1.34540], [-6.07237, -1.84454, 1.81016], [-6.40607, -1.53598, 0.10465], [-6.10725, 1.98745, -0.19452], [-5.38546, 0.85137, -1.34876], [-4.35540, 2.05294, -0.52350], [0.18583, -2.71896, 1.78676], [-0.86709, -4.06903, 1.39162], [-0.28406, -3.86776, 3.05212], [-1.14313, -0.29938, 3.72473], [-1.23305, -1.72253, 4.81475], [-2.66600, -0.74347, 4.45123], [-3.85853, -4.09492, 2.32850], [-4.41191, -2.84424, 3.44351], [-3.22326, -4.03920, 3.98181], [-1.35107, -4.22508, -0.95550], [-1.02599, -2.87532, -2.03059], [-2.02260, -4.23076, -2.59160], [-4.15521, -4.66275, 0.26491], [-4.69242, -4.79763, -1.41224], [-5.52276, -3.69942, -0.29116], [-3.52679, -1.04116, -2.93424], [-5.12082, -1.43769, -2.29443], [-4.31403, -2.55992, -3.40298], [3.00185, 2.73515, -6.50745], [2.77562, 2.35072, -4.49159], [3.60430, 1.57721, -3.70399], [3.07096, 1.61194, -2.47570], [1.94768, 2.32813, -2.40997], [1.75231, 2.78987, -3.63539], [4.50204, 1.02430, -3.92680], [3.44265, 1.18655, -1.62931], [0.89414, 3.40162, -3.86125]],
  "forces_ev_per_a": [[0.699, -0.029, -0.441], [-0.003, -0.006, 0.001], [-0.011, 0.046, -0.038], [0.032, 0.006, 0.059], [-0.012, -0.012, -0.008], [0.036, -0.020, 0.001], [0.004, 0.009, -0.001], [-0.152, 0.183, 0.010], [-0.058, -0.100, 0.285], [-0.041, -0.009, 0.142], [-0.175, 0.142, -0.061], [-0.004, -0.010, -0.011], [0.004, 0.010, -0.007], [0.187, 0.069, 0.055], [-0.152, -0.158, 0.168], [-0.007, 0.001, -0.060], [-0.001, -0.009, 0.072], [-0.027, 0.030, 0.001], [-0.027, -0.009, 0.014], [0.033, 0.001, -0.029], [0.018, 0.011, 0.015], [-0.017, -0.010, -0.001], [0.021, -0.010, -0.016], [-0.038, 0.269, -0.302], [-0.089, -0.140, 0.352], [0.104, 0.022, -0.067], [-0.033, 0.048, -0.015], [0.031, -0.050, 0.015], [-0.019, 0.057, 0.025], [-0.092, -0.015, -0.007], [0.037, -0.227, -0.101], [-0.004, 0.022, -0.020], [0.004, 0.002, 0.000], [-0.006, -0.001, 0.001], [-0.002, 0.003, 0.002], [-0.003, 0.002, 0.004], [-0.002, 0.007, 0.007], [0.003, -0.010, 0.003], [-0.006, 0.009, 0.004], [-0.007, 0.004, -0.007], [-0.003, 0.003, -0.001], [0.070, -0.036, -0.044], [-0.131, -0.046, -0.001], [-0.109, 0.034, 0.009], [-0.016, 0.023, -0.008], [0.002, -0.057, 0.055], [-0.029, -0.137, -0.066], [-0.080, -0.035, 0.025], [-0.044, -0.020, 0.036], [-0.001, 0.021, -0.031], [0.071, 0.005, 0.027], [-0.035, -0.024, -0.030], [-0.029, -0.052, 0.006], [0.066, 0.002, 0.008], [-0.001, -0.032, 0.005], [0.018, -0.007, 0.005], [0.077, 0.050, -0.008], [-0.018, -0.003, -0.003], [0.003, -0.005, -0.001], [0.018, 0.011, 0.014], [-0.010, 0.005, 0.003], [-0.009, -0.008, 0.010], [0.016, 0.016, -0.006], [-0.003, 0.025, -0.022], [-0.001, 0.011, -0.002], [-0.010, -0.002, 0.011], [0.000, -0.005, -0.014], [-0.008, -0.017, 0.026], [0.005, 0.004, 0.004], [0.010, 0.000, 0.005], [-0.013, -0.029, -0.004], [-0.002, 0.014, -0.005], [-0.011, 0.008, -0.004], [-0.001, 0.012, -0.004], [-0.013, 0.025, 0.000], [0.008, 0.000, 0.009], [0.010, -0.035, -0.010], [-0.031, 0.007, 0.000], [0.006, 0.013, 0.000], [0.004, -0.005, -0.001], [-0.005, 0.004, -0.005], [-0.008, 0.010, -0.002], [-0.021, -0.010, 0.058], [0.068, -0.137, -0.033], [-0.006, 0.132, -0.090], [0.085, -0.043, -0.038], [-0.038, 0.186, 0.071], [-0.040, -0.018, -0.028], [-0.004, 0.008, 0.004], [-0.040, 0.002, 0.016], [0.006, 0.005, 0.009]],
  "mulliken_charge": [1.224, -0.272, 0.275, 0.176, -0.274, -0.006, -0.257, -1.197, -0.094, 0.855, -0.945, 0.152, -0.278, -0.431, 0.150, -0.658, 0.343, 0.292, -0.119, -0.511, -0.572, -0.464, -0.583, -0.511, 0.030, -0.185, -0.310, -0.541, -0.468, -0.676, -0.125, 0.089, 0.382, 0.333, 0.356, 0.329, 0.364, 0.460, 0.352, 0.364, 0.388, 0.636, -0.691, 0.839, -1.064, -0.897, -0.993, 0.766, -0.927, -0.780, -0.930, 0.388, -0.969, -1.104, -1.111, 0.439, -0.085, 0.203, 0.401, 0.211, 0.176, 0.346, 0.246, 0.166, 0.215, 0.217, 0.360, 0.064, 0.445, 0.269, 0.151, 0.219, 0.364, 0.279, 0.145, 0.394, 0.280, 0.383, 0.253, 0.322, 0.225, 0.393, 0.043, -0.677, -0.260, 0.477, -0.610, -0.274, 0.519, 0.624, 0.472],
  "homo_ev": -1.297,
  "fmax_ev_per_a": 0.8,
  "gap_ev": 4.5,
  "charge": -2,
  "total_energy_ev": -145596.915
}

No. 2
{
  "formula": "C31H41CsN6O5S2",
  "method": "the ωB97M-V functional and the def2-TZVPD basis",
  "symbols": ["Cs", "C", "C", "C", "C", "C", "C", "H", "H", "H", "H", "H", "H", "O", "S", "O", "N", "C", "C", "C", "C", "C", "C", "C", "C", "N", "C", "C", "C", "C", "C", "C", "C", "H", "H", "H", "H", "H", "H", "H", "H", "H", "H", "H", "N", "C", "C", "C", "C", "N", "C", "N", "N", "C", "O", "O", "H", "H", "H", "H", "H", "H", "H", "H", "H", "H", "H", "H", "H", "H", "C", "C", "S", "O", "C", "C", "H", "H", "H", "H", "H", "H", "H", "H", "H", "H"],
  "coordinates": [[-0.50055, -0.21330, 0.15048], [-2.40054, -3.93672, 0.71011], [-2.77626, -3.39361, -0.50875], [-3.78479, -2.43905, -0.55711], [-4.40182, -2.01525, 0.61082], [-4.02465, -2.56335, 1.82941], [-3.02946, -3.52686, 1.87719], [-1.60744, -4.67117, 0.75908], [-2.29733, -3.71770, -1.42424], [-4.11571, -2.04695, -1.51068], [-5.18812, -1.27138, 0.56879], [-4.50457, -2.23789, 2.74409], [-2.72999, -3.94540, 2.82963], [-0.44790, -1.96425, 1.87145], [0.20457, -1.35323, 3.02229], [1.44151, -2.00011, 3.42252], [0.33562, 0.16040, 2.63980], [0.94590, 1.10506, 3.42141], [1.34539, 0.92950, 4.74241], [1.90273, 1.97519, 5.48989], [2.08157, 3.21973, 4.95096], [1.71550, 3.44731, 3.60764], [1.86922, 4.70556, 2.98470], [1.50514, 4.86942, 1.67897], [1.00187, 3.75562, 0.97965], [0.84151, 2.57405, 1.51832], [1.16539, 2.39742, 2.82292], [-0.92577, -1.53537, 4.39618], [-0.54874, -2.31154, 5.48074], [-1.42210, -2.46468, 6.54828], [-2.66012, -1.83774, 6.51894], [-3.02651, -1.05711, 5.43010], [-2.15672, -0.90034, 4.36251], [1.21814, -0.04446, 5.19234], [2.18894, 1.79028, 6.51862], [2.50139, 4.03322, 5.53009], [2.27544, 5.52893, 3.56149], [1.60162, 5.82586, 1.18270], [0.72868, 3.84506, -0.06838], [0.42492, -2.78398, 5.46111], [-1.13869, -3.06435, 7.40339], [-3.34353, -1.95376, 7.35089], [-3.99282, -0.56869, 5.41746], [-2.42222, -0.29006, 3.50748], [-2.17349, -0.76742, -3.04293], [-1.65318, 0.44453, -3.66283], [-2.70486, 1.19708, -4.50965], [-2.25042, 2.42953, -5.31707], [-1.06339, 2.21352, -6.26798], [0.18854, 2.21668, -5.53719], [1.29249, 1.82633, -6.06486], [2.41707, 1.77919, -5.29607], [1.44170, 1.48227, -7.38240], [-1.17164, 1.36628, -2.54269], [-0.26177, 2.25414, -2.85775], [-1.64198, 1.27786, -1.42692], [-2.88053, -1.19475, -3.62696], [-2.59872, -0.51328, -2.15632], [-0.80242, 0.17488, -4.28614], [-3.50061, 1.50513, -3.82642], [-3.13053, 0.46871, -5.20722], [-2.00001, 3.25237, -4.64467], [-3.10513, 2.75559, -5.91303], [-1.05603, 3.01845, -7.01164], [-1.21986, 1.27214, -6.81870], [-0.06574, 2.21149, -3.88527], [2.30584, 1.86822, -4.29917], [3.26114, 1.36220, -5.63801], [0.60275, 1.30514, -7.90565], [2.23771, 0.92827, -7.64438], [4.28089, -3.45020, -1.62823], [3.61289, -2.09312, -1.78074], [2.14187, -1.92259, -0.68810], [1.43685, -0.74454, -1.26504], [3.05375, -1.35875, 0.79364], [3.44190, 0.11141, 0.72932], [5.19269, -3.50154, -2.22369], [3.61218, -4.24654, -1.95515], [4.54954, -3.64085, -0.58789], [3.20283, -1.94649, -2.77953], [4.28004, -1.26463, -1.54352], [3.91051, -2.02795, 0.89414], [2.39063, -1.55572, 1.62789], [4.45127, 0.24953, 0.34046], [3.38914, 0.55714, 1.72190], [2.73740, 0.64602, 0.09080]],
  "forces_ev_per_a": [[-1.743, 0.874, -0.084], [-0.031, -0.045, 0.009], [-0.056, -0.058, -0.010], [-0.077, -0.018, -0.019], [-0.061, 0.000, -0.029], [0.016, -0.008, 0.042], [-0.039, -0.013, 0.013], [0.011, 0.015, -0.015], [0.034, 0.028, 0.010], [0.034, 0.033, 0.001], [0.011, 0.003, 0.004], [0.002, -0.003, -0.005], [0.030, 0.025, -0.004], [0.084, -1.665, 1.841], [0.213, 0.164, 0.217], [-0.107, 0.025, 0.364], [0.240, -0.368, 1.055], [0.191, -0.009, 0.545], [-0.143, -0.071, -0.430], [0.097, 0.232, 0.070], [0.026, -0.077, 0.145], [-0.118, -0.148, -0.229], [-0.018, 0.031, -0.081], [0.071, 0.059, 0.131], [-0.003, -0.138, -0.049], [-0.164, -0.089, -0.134], [0.129, 0.179, 0.292], [0.228, 0.008, -0.061], [0.041, -0.052, -0.051], [-0.061, 0.055, -0.026], [-0.002, -0.037, 0.062], [-0.033, 0.016, -0.032], [-0.037, 0.048, -0.046], [0.043, 0.020, 0.100], [-0.005, -0.018, -0.011], [-0.003, -0.017, 0.012], [-0.006, 0.006, -0.010], [0.009, -0.010, -0.019], [-0.015, 0.016, 0.011], [-0.020, 0.000, 0.065], [0.015, -0.016, -0.014], [0.007, 0.003, -0.004], [0.011, 0.012, -0.008], [-0.003, -0.003, 0.014], [0.006, 0.169, -0.035], [-0.118, 0.043, 0.064], [0.214, 0.125, -0.121], [0.151, -0.197, -0.001], [-0.010, 0.056, -0.055], [-0.137, -0.223, 0.718], [-0.352, -0.058, 0.070], [0.091, 0.074, 0.008], [0.093, 0.021, -0.027], [-0.505, -0.188, -0.167], [0.327, 0.115, -1.059], [-0.976, 1.699, -1.763], [-0.024, -0.035, -0.006], [-0.069, -0.075, -0.074], [0.140, 0.056, -0.088], [-0.098, -0.058, -0.063], [-0.025, -0.022, 0.019], [-0.014, 0.039, -0.010], [-0.006, 0.037, 0.024], [-0.071, 0.010, -0.033], [0.015, -0.040, 0.008], [0.069, 0.225, 0.763], [-0.002, -0.005, -0.082], [0.013, -0.023, 0.000], [-0.004, 0.013, -0.010], [-0.005, -0.012, -0.041], [-0.045, 0.062, 0.028], [-0.285, -0.239, 0.264], [1.536, -0.554, -0.363], [1.381, 0.020, -1.413], [-0.133, 0.061, -0.101], [0.011, -0.076, -0.125], [-0.005, -0.003, 0.007], [0.023, -0.022, 0.023], [0.043, -0.039, -0.029], [0.004, 0.001, -0.006], [-0.025, 0.039, -0.039], [-0.050, -0.056, 0.000], [0.020, -0.072, 0.064], [-0.026, 0.054, -0.042], [0.014, -0.044, 0.017], [0.035, 0.128, 0.043]],
  "mulliken_charge": [1.450, -0.263, -0.498, -0.298, -0.645, -0.304, -0.257, 0.363, 0.296, 0.512, 0.367, 0.433, 0.332, -0.671, 1.552, -0.829, 0.158, -0.317, -0.445, -1.109, -0.891, 1.063, -0.680, -0.857, -0.325, 0.100, 0.090, -0.215, -0.137, -0.703, -0.444, -0.657, -0.700, 0.417, 0.379, 0.365, 0.401, 0.393, 0.498, 0.512, 0.396, 0.382, 0.453, 0.521, -0.500, 0.534, -0.777, -1.074, -0.879, -0.389, 0.545, -0.408, -0.476, 0.618, -0.499, -0.875, 0.298, 0.158, 0.073, 0.295, 0.438, 0.314, 0.447, 0.505, 0.467, 0.351, 0.197, 0.189, 0.223, 0.211, -1.042, -0.558, 0.432, -0.905, 0.587, -1.107, 0.367, 0.287, 0.276, 0.356, 0.254, 0.595, -0.626, 0.411, 0.344, 0.158],
  "homo_ev": -6.830,
  "fmax_ev_per_a": 2.6,
  "gap_ev": 6.8,
  "total_energy_ev": -74208.996
}